# 1
Computed, not measured: one molecule with the formula C16H18ClFN2O4S, with ωB97M-V/def2-TZVPD.

The multiplicity is 1. The highest occupied orbital energy comes out at -8.6987 eV. Its energy relative to the best compared isomer or geometry (same formula, charge and spin) is 3.4 kcal per mole. As for the HOMO-LUMO gap: 9.1 eV. Its structure (SMILES) is CCOC(=O)c1c(S(=O)(=O)Nc2ccc(F)cc2Cl)c(C)n(C)c1C.

Structure (XYZ):
```
43
C16H18ClFN2O4S | the Open Molecules 2025 dataset | ωB97M-V/def2-TZVPD
C 4.130 -0.106 -2.764
C 2.892 0.550 -3.360
O 1.690 0.004 -2.811
C 1.283 0.500 -1.643
O 1.896 1.339 -1.018
C 0.032 -0.100 -1.171
C -0.977 0.616 -0.472
S -0.972 2.378 -0.275
O -0.503 2.993 -1.475
O -2.247 2.780 0.237
N 0.214 2.627 0.905
C 0.071 1.795 2.021
C 0.834 0.638 2.162
C 0.646 -0.222 3.227
C -0.332 0.085 4.156
F -0.550 -0.763 5.184
C -1.090 1.237 4.069
C -0.877 2.100 3.004
Cl -1.762 3.562 2.916
C -1.947 -0.281 -0.100
C -3.203 -0.042 0.653
N -1.553 -1.516 -0.537
C -2.271 -2.747 -0.345
C -0.366 -1.422 -1.202
C 0.312 -2.611 -1.775
H 4.100 -1.183 -2.916
H 4.183 0.100 -1.698
H 5.018 0.295 -3.243
H 2.822 0.359 -4.433
H 2.906 1.628 -3.172
H 1.098 2.487 0.421
H 1.585 0.426 1.417
H 1.236 -1.117 3.339
H -1.824 1.468 4.823
H -4.067 -0.424 0.110
H -3.166 -0.517 1.634
H -3.321 1.029 0.787
H -2.659 -3.118 -1.296
H -3.102 -2.583 0.335
H -1.611 -3.504 0.081
H -0.340 -3.120 -2.485
H 1.211 -2.298 -2.296
H 0.582 -3.323 -0.994
```

***

# 2
Computed, not measured: C14H29Cl10FI2N2O2P as an isolated structure, with ωB97M-V/def2-TZVPD.

The multiplicity is 1. The highest occupied orbital energy comes out at -11.9498 eV. As for the total charge: +1. As for the HOMO-LUMO gap: 8.1 eV.

Structure (XYZ):
```
61
C14H29Cl10FI2N2O2P | the Open Molecules 2025 dataset | ωB97M-V/def2-TZVPD
C -0.015 3.014 0.623
C 0.410 1.702 1.517
I -0.353 2.028 3.588
C -0.275 0.291 1.005
I -2.153 0.773 -0.101
C 0.633 -0.576 -0.037
C 1.822 0.280 -0.812
C 2.314 -0.191 -2.301
C 1.298 -1.209 -3.085
F -0.049 -0.659 -3.361
C 3.159 -0.124 0.107
C 2.930 -1.752 0.294
N 1.400 -1.791 0.406
P 1.079 -2.595 1.965
N -0.483 -2.868 2.289
O 1.890 -4.167 2.002
O 1.701 -1.603 3.287
H -1.074 3.442 0.963
H 0.065 2.849 -0.536
H 0.782 3.861 0.882
H 1.579 1.659 1.619
H -0.635 -0.272 1.963
H -0.202 -1.058 -0.740
H 1.704 1.436 -0.937
H 2.466 0.776 -2.953
H 3.374 -0.737 -2.268
H 1.280 -2.269 -2.539
H 1.794 -1.429 -4.147
H 3.228 0.298 1.196
H 4.204 0.152 -0.379
H 3.131 -2.395 -0.689
H 3.505 -2.170 1.225
H 1.161 -2.491 -0.363
H -1.030 -2.503 1.478
H 1.698 -4.592 1.119
H 2.494 -1.070 2.982
C -1.921 -2.557 -5.637
Cl -0.621 -3.711 -5.956
Cl -3.450 -3.389 -5.328
H -1.658 -1.959 -4.761
H -2.040 -1.905 -6.506
C -2.498 -4.208 4.696
Cl -2.292 -2.801 5.747
Cl -2.784 -5.673 5.643
H -3.353 -4.037 4.037
H -1.593 -4.341 4.099
C -5.589 3.156 0.241
Cl -5.036 1.900 -0.873
Cl -4.705 3.084 1.770
H -5.429 4.135 -0.218
H -6.654 3.012 0.439
C -6.130 7.208 -1.677
Cl -5.384 8.114 -0.355
Cl -5.443 5.584 -1.802
H -7.204 7.127 -1.491
H -5.957 7.741 -2.615
C 7.035 -0.183 0.943
Cl 5.720 -0.721 1.993
Cl 7.630 1.409 1.432
H 7.855 -0.903 1.002
H 6.669 -0.125 -0.085
```

***

# 3
Computed, not measured: C4H8S2 as an isolated structure, with ωB97M-V/def2-TZVPD.

The multiplicity is 1. The highest occupied orbital energy comes out at -8.7043 eV. Its energy relative to the best compared isomer or geometry (same formula, charge and spin) is 30.5 kcal per mole. As for the HOMO-LUMO gap: 9.5 eV.

Structure (XYZ):
```
14
C4H8S2 | the Open Molecules 2025 dataset | ωB97M-V/def2-TZVPD
C 0.391 0.396 1.037
C 0.288 0.075 -0.433
C -1.144 0.078 -0.966
C 0.578 -1.335 -0.765
H -0.179 1.978 2.733
H -0.412 -0.086 1.589
H 1.341 0.089 1.383
H 1.052 0.730 -1.029
H -1.941 -0.321 -0.283
H -1.385 1.017 -1.343
H 0.231 -2.081 -0.066
H 1.616 -1.563 -1.068
S 0.137 2.188 1.384
S -0.572 -1.164 -2.173
```

***

> HOMO-LUMO gap of number 2 (C14H29Cl10FI2N2O2P)?

8.1 eV

***

> Among the records above, which one has the lowest HOMO-LUMO gap?

C14H29Cl10FI2N2O2P

***

> Among the records above, which one has the lowest highest occupied orbital energy?

C14H29Cl10FI2N2O2P